The following is a quantum chemistry calculation of a 2-piece molecular cluster, C11H29IN5O3PSi overall at a distorted geometry, from the Open Molecules 2025 dataset.

Geometry (Å):
C -1.673 -0.477 -1.797
C -0.883 -0.429 -0.469
Si -0.036 -2.210 -0.429
C 1.027 -2.297 -1.987
C -1.351 -3.499 -0.595
C 1.007 -2.591 1.093
C -1.931 -0.271 0.644
N -1.774 -1.209 1.738
N -2.017 1.142 1.181
C -1.550 2.184 0.475
N -1.996 3.396 0.839
O -1.511 4.538 0.247
N -0.614 2.079 -0.485
P -0.909 2.764 -2.041
O -0.387 1.961 -3.146
C 0.117 0.738 -0.467
C 0.985 0.767 0.815
C 2.467 0.439 0.616
O 2.687 -0.166 -0.643
C 3.378 1.649 0.821
N 3.221 2.132 2.192
H -2.371 0.371 -1.863
H -1.029 -0.479 -2.669
H -2.305 -1.364 -1.810
H 1.052 -1.363 -2.550
H 2.061 -2.509 -1.721
H 0.650 -3.078 -2.645
H -0.980 -4.477 -0.200
H -2.282 -3.225 -0.099
H -1.596 -3.628 -1.653
H 0.868 -3.659 1.282
H 2.067 -2.465 0.865
H 0.749 -2.064 2.007
H -2.916 -0.493 0.235
H -2.663 -1.380 2.196
H -1.182 -0.812 2.460
H -2.960 1.341 1.494
H -2.660 3.522 1.587
H -2.242 4.912 -0.264
H -2.303 2.966 -2.062
H -0.336 4.035 -1.979
H 0.717 0.682 -1.369
H 0.543 0.114 1.560
H 0.957 1.765 1.255
H 2.759 -0.269 1.401
H 3.574 -0.533 -0.648
H 4.398 1.272 0.670
H 3.163 2.437 0.100
H 3.809 2.936 2.369
H 3.510 1.413 2.845
I -1.305 -6.605 0.605

Cartesian forces (eV/Å) of the 3 atoms listed first:
C -0.2022 0.2361 0.3353
C -0.0474 0.1647 -0.4657
Si -0.0276 -0.3859 0.1099

Computed properties:
**E_tot**: -50735.3868 eV
**LUMO**: -0.0503 Ha
**Frontier orbital gap**: 3.84 eV
**Strongest force on any atom**: 1.13 eV/Å

The following is a quantum chemistry calculation of C11H30BeF12N2O3P2 as an isolated structure at a distorted geometry, from the Open Molecules 2025 dataset.

Geometry (Å):
Be -0.948 -0.923 -0.233
P 1.982 0.181 -3.256
F 1.690 1.575 -2.442
F 1.368 0.820 -4.647
F 3.416 0.562 -3.594
F 2.179 -1.259 -3.989
F 2.428 -0.486 -1.847
F 0.406 -0.367 -2.830
P -0.209 0.111 3.835
F -0.403 0.046 5.470
F -0.232 1.724 3.755
F 1.346 0.036 3.986
F -0.113 0.068 2.186
F -0.229 -1.488 3.693
F -1.812 0.098 3.745
C 4.106 2.559 -0.427
C 2.827 2.692 0.439
C 1.880 3.758 -0.078
O 2.123 1.512 0.782
H 3.845 2.246 -1.427
H 4.887 1.974 0.012
H 4.346 3.655 -0.453
H 3.236 3.085 1.391
H 1.558 3.739 -1.096
H 2.293 4.769 0.011
H 0.975 3.728 0.528
H 2.114 1.404 1.749
C -0.333 -4.132 1.195
C 0.386 -3.411 0.068
C -0.485 -3.402 -1.208
O -1.433 -2.270 -1.092
C -2.625 -2.360 -1.992
N 0.555 -1.937 0.403
H -1.360 -3.679 1.334
H 0.205 -4.311 2.204
H -0.617 -5.137 0.761
H 1.276 -3.899 -0.241
H -1.091 -4.291 -1.438
H 0.122 -3.173 -2.088
H -2.572 -3.346 -2.415
H -2.533 -1.577 -2.769
H -3.544 -1.950 -1.523
H 1.347 -1.468 -0.024
H 0.773 -1.908 1.383
C -1.404 2.753 -0.910
C -1.173 1.650 0.126
C -2.497 1.084 0.518
O -2.318 -0.356 0.569
C -3.237 -1.076 1.366
N -0.462 0.616 -0.660
H -0.575 3.275 -1.320
H -2.131 3.509 -0.527
H -1.971 2.313 -1.706
H -0.605 1.935 0.988
H -3.295 1.355 -0.184
H -2.817 1.416 1.517
H -4.244 -0.796 1.051
H -3.217 -0.837 2.400
H -3.132 -2.129 1.054
H 0.498 0.875 -0.463
H -0.545 0.846 -1.639

Cartesian forces (eV/Å) of the 3 atoms listed first:
Be 0.8604 -0.7786 0.8966
P -2.9580 -1.5259 -0.4217
F -0.1764 -0.3472 -0.5641

Computed properties:
**E_tot**: -72619.7804 eV
**LUMO**: -0.0122 Ha
**Frontier orbital gap**: 9.97 eV
**Strongest force on any atom**: 3.35 eV/Å

The following is a quantum chemistry calculation of C11H30ClI2N2OP2Pd as an isolated structure at a distorted geometry, from the Open Molecules 2025 dataset.

Geometry (Å):
I -0.015 2.403 1.611
I -0.180 -0.589 0.893
Pd 0.011 -1.002 -2.052
P -2.130 -0.273 -1.348
C -3.021 0.150 0.214
C -2.279 1.321 -2.194
H -3.315 1.525 -2.447
H -4.155 -1.210 -2.371
H -1.663 1.302 -3.100
H -2.618 -1.824 -3.076
H -2.461 0.961 0.685
H -1.910 2.110 -1.527
C -3.139 -1.555 -2.150
H -4.046 0.487 0.053
H -3.202 -2.446 -1.514
H -3.041 -0.691 0.911
P 2.123 -0.294 -1.460
C 2.861 0.107 0.177
C 3.236 -1.529 -2.210
H 1.684 1.279 -3.215
H 3.293 1.565 -2.468
H 1.810 2.094 -1.635
C 2.252 1.325 -2.281
H 2.728 -1.888 -3.114
H 4.209 -1.085 -2.451
H 3.899 0.461 0.123
H 2.807 -0.754 0.851
H 3.369 -2.369 -1.514
H 2.261 0.913 0.617
Cl -0.060 -0.425 -4.315
C 1.112 -2.104 4.873
N 0.567 -1.040 5.697
C 1.292 -0.756 6.927
C 0.225 0.110 4.978
O 0.535 0.291 3.799
N -0.483 1.056 5.703
C -1.461 0.597 6.701
C -0.893 2.217 4.943
H 1.513 -2.837 5.594
H 1.908 -1.759 4.181
H 0.273 -2.530 4.294
H 0.783 0.063 7.447
H 1.312 -1.656 7.554
H 2.342 -0.498 6.698
H -1.583 1.334 7.513
H -2.451 0.497 6.222
H -1.132 -0.366 7.107
H -0.041 2.775 4.539
H -1.522 1.921 4.080
H -1.490 2.828 5.649

Cartesian forces (eV/Å) of the 3 atoms listed first:
I 0.0945 0.3801 -0.0371
I 0.7230 -1.3857 -0.5335
Pd -0.4811 0.3741 1.5748

Computed properties:
**E_tot**: -67672.4096 eV
**Total charge**: +3
**2S+1**: 5
**LUMO (spin up / spin down)**: -0.4076 / -0.4790 Ha
**Frontier orbital gap (spin up / spin down)**: 6.01 / 5.00 eV
**Strongest force on any atom**: 2.63 eV/Å

The following is a quantum chemistry calculation of C11H30CuO13 as an isolated structure at a distorted geometry, from the Open Molecules 2025 dataset.

Geometry (Å):
Cu -20.003 -19.651 19.969
C -20.420 -19.856 16.770
O -21.502 -19.179 16.986
O -19.385 -19.707 17.555
O -20.326 -20.580 15.742
C -22.179 -17.506 19.494
C -22.395 -16.068 19.964
O -21.959 -15.108 19.015
O -20.879 -17.733 19.057
H -22.754 -17.496 18.558
H -22.719 -18.130 20.211
H -21.759 -15.942 20.850
H -23.445 -15.909 20.210
H -21.254 -15.582 18.549
H -20.859 -18.138 18.138
C -19.020 -16.400 21.121
C -17.948 -17.371 20.627
O -18.117 -18.625 21.341
O -18.729 -15.668 22.359
H -19.740 -17.135 21.470
H -19.278 -15.626 20.404
H -16.904 -17.068 20.726
H -18.111 -17.589 19.570
H -17.623 -18.578 22.165
H -19.157 -16.165 23.057
C -17.580 -23.133 21.782
C -18.188 -21.724 21.705
O -18.308 -21.235 20.392
O -17.825 -23.816 23.013
H -16.521 -23.097 21.515
H -18.131 -23.838 21.159
H -17.646 -21.010 22.337
H -19.139 -21.779 22.243
H -17.536 -20.686 20.218
H -17.297 -23.434 23.722
C -21.313 -23.824 18.227
C -20.050 -23.069 18.581
O -18.990 -23.523 17.756
O -22.067 -23.284 17.167
H -21.889 -23.919 19.158
H -21.121 -24.880 18.029
H -19.719 -23.264 19.612
H -20.125 -21.981 18.682
H -18.112 -23.156 17.859
H -22.405 -22.440 17.485
C -22.395 -21.151 21.712
C -22.192 -19.829 22.470
O -21.027 -19.149 22.050
O -22.133 -20.934 20.317
H -23.430 -21.464 21.859
H -21.732 -21.915 22.114
H -22.215 -20.161 23.514
H -23.021 -19.130 22.320
H -20.849 -18.535 22.768
H -22.962 -20.644 19.921

Cartesian forces (eV/Å) of the 3 atoms listed first:
Cu 0.0746 0.0360 -1.5756
C 0.3490 -0.5729 -2.1728
O -0.3660 0.9624 1.4132

Computed properties:
**E_tot**: -83147.2459 eV
**Total charge**: -1
**ΔE to the lowest compared entry with this formula, charge and spin**: 359.6 kJ/mol
**LUMO**: 0.0549 Ha
**Frontier orbital gap**: 3.81 eV
**Strongest force on any atom**: 3.54 eV/Å